The following is a quantum chemistry calculation of 17 unconnected molecules or ions with the total composition C4H32BO24 at a distorted geometry, from the Open Molecules 2025 dataset.

The charge is -1. For the LUMO energy, the calculation gives 1.804 eV. For the molar mass, the calculation gives 475.09 g/mol. As for the electronic energy: -54493.3733 eV.

Geometry (Å):
O (0.202, -0.121, 3.469)
C (0.360, -0.061, 2.286)
O (-0.516, -0.379, 1.339)
B (0.072, -0.139, 0.015)
O (1.379, 0.532, 0.292)
C (1.576, 0.571, 1.578)
O (2.513, 1.070, 2.147)
O (-0.769, 0.808, -0.753)
C (-1.123, 0.279, -1.892)
O (-1.792, 0.770, -2.762)
C (-0.646, -1.199, -1.884)
O (0.231, -1.282, -0.883)
O (-0.842, -1.981, -2.756)
O (2.468, -0.610, -3.062)
H (2.943, 0.182, -3.337)
H (1.706, -0.281, -2.577)
O (2.090, 3.436, -0.755)
H (1.584, 2.728, -0.342)
H (2.892, 3.005, -1.067)
O (2.033, 3.390, 3.442)
H (2.143, 2.841, 2.648)
H (2.044, 4.296, 3.118)
O (-2.095, 0.887, 4.762)
H (-1.443, 0.395, 4.232)
H (-2.016, 0.519, 5.647)
O (5.451, 2.950, 2.928)
H (4.818, 2.301, 3.261)
H (6.252, 2.444, 2.760)
O (-4.375, -1.060, -3.528)
H (-4.600, -1.510, -4.350)
H (-3.823, -0.313, -3.797)
O (-0.725, -3.833, 0.500)
H (0.011, -4.446, 0.402)
H (-0.367, -2.979, 0.226)
O (2.242, 1.153, 5.512)
H (2.827, 1.880, 5.274)
H (1.817, 0.913, 4.678)
O (-2.416, -3.984, -3.688)
H (-1.500, -3.696, -3.762)
H (-2.928, -3.199, -3.909)
O (-2.399, 4.317, -2.073)
H (-1.687, 3.838, -2.521)
H (-2.110, 4.382, -1.157)
O (3.802, -1.907, 1.824)
H (3.907, -1.388, 2.630)
H (3.183, -2.607, 2.066)
O (0.761, -2.793, 4.333)
H (1.241, -2.366, 5.051)
H (0.114, -2.129, 4.052)
O (-3.134, -1.728, 1.491)
H (-2.199, -1.530, 1.353)
H (-3.476, -1.897, 0.594)
O (-0.914, 2.810, -4.356)
H (-1.082, 1.888, -4.071)
H (-1.775, 3.137, -4.640)
O (-3.536, -2.639, -1.071)
H (-3.060, -3.421, -1.389)
H (-3.770, -2.153, -1.874)
O (-0.695, -0.288, -5.455)
H (0.032, 0.306, -5.676)
H (-0.884, -0.110, -4.522)

***

The following is a quantum chemistry calculation of 12 unconnected molecules or ions with the total composition C4H32N2O13 at a distorted geometry, from the Open Molecules 2025 dataset.

The charge is 0. For the LUMO energy, the calculation gives 0.132 eV. For the molar mass, the calculation gives 316.30 g/mol. As for the electronic energy: -34262.4950 eV.

Geometry (Å):
C (-1.401, -0.292, -1.113)
N (-0.618, -1.249, -1.866)
C (0.507, -0.926, -2.670)
O (0.589, 0.424, -2.910)
O (1.243, -1.823, -3.056)
C (-2.454, -0.912, -0.136)
C (-3.690, -1.572, -0.841)
N (-2.819, 0.241, 0.738)
H (-0.926, 0.459, -0.454)
H (-1.941, 0.287, -1.886)
H (-0.797, -2.262, -1.749)
H (0.856, 0.611, -3.820)
H (-1.773, -1.461, 0.726)
H (-4.176, -1.125, -1.800)
H (-4.466, -1.683, -0.018)
H (-3.362, -2.533, -1.254)
H (-3.742, 0.141, 1.076)
H (-2.895, 1.077, 0.379)
H (-2.270, 2.453, -1.033)
H (-2.683, 2.415, -2.524)
O (-2.805, 2.085, -1.690)
H (2.938, 0.576, 1.051)
H (3.790, -0.245, 0.415)
O (3.508, 0.627, 0.243)
H (-2.074, 4.249, 0.523)
H (-1.092, 3.259, 1.049)
O (-1.972, 3.291, 0.543)
H (0.853, -4.594, -1.400)
H (0.265, -3.378, -1.898)
O (0.394, -3.913, -1.101)
H (2.035, -2.760, 0.138)
H (1.146, -3.312, 1.218)
O (2.062, -3.226, 0.957)
H (2.277, 2.805, -0.477)
H (1.263, 2.431, 0.442)
O (1.396, 3.108, -0.171)
H (2.890, 1.747, 3.144)
H (1.538, 1.107, 3.199)
O (2.479, 0.983, 2.790)
H (4.182, -2.225, -0.331)
H (3.851, -2.860, 0.985)
O (4.228, -2.013, 0.534)
H (-1.054, 0.759, 3.395)
H (-1.326, 0.146, 1.852)
O (-0.701, 0.460, 2.619)
H (0.402, 4.611, -1.344)
H (-0.700, 3.786, -1.249)
O (-0.516, 4.534, -1.752)
H (1.860, -1.759, 3.373)
H (3.186, -1.202, 3.206)
O (2.513, -1.346, 3.947)

***

The following is a quantum chemistry calculation of 14 unconnected molecules or ions with the total composition C4H32NO15S at a distorted geometry, from the Open Molecules 2025 dataset.

As for the multiplicity: 2. The charge is 0. For the LUMO energy (alpha / beta), the calculation gives -0.437 / -3.878 eV. For the molar mass, the calculation gives 366.36 g/mol. As for the electronic energy: -47704.8211 eV.

Geometry (Å):
O (2.643, -1.570, -1.473)
C (1.579, -1.166, -1.053)
N (0.455, -1.905, -1.411)
C (-0.851, -1.627, -1.131)
O (-1.200, -0.642, -0.497)
C (1.492, 0.027, -0.162)
C (0.844, 1.299, -0.658)
S (1.254, 2.883, 0.075)
H (0.632, -2.697, -2.008)
H (-1.610, -2.322, -1.500)
H (1.091, -0.274, 0.811)
H (2.515, 0.147, 0.192)
H (1.025, 1.449, -1.726)
H (-0.230, 1.134, -0.574)
H (-1.747, 2.749, 3.560)
H (-1.875, 2.168, 2.097)
O (-1.632, 1.961, 3.006)
H (-1.728, -4.267, -0.416)
H (-2.981, -3.646, 0.099)
O (-2.651, -4.110, -0.681)
H (-4.338, 0.693, 1.743)
H (-4.636, 1.141, 0.315)
O (-5.045, 0.700, 1.077)
H (-1.078, -0.077, 2.792)
H (-0.998, -0.313, 1.173)
O (-1.086, -0.701, 2.067)
H (-2.571, 2.745, -0.791)
H (-1.495, 3.474, 0.020)
O (-2.356, 3.042, 0.103)
H (-0.019, -3.381, 1.518)
H (-1.099, -2.480, 1.260)
O (-0.892, -3.408, 1.064)
H (2.219, -2.224, 2.076)
H (1.766, -3.629, 2.407)
O (1.831, -3.016, 1.667)
H (-2.649, -1.538, 1.570)
H (-4.056, -1.085, 1.181)
O (-3.564, -1.850, 1.512)
H (2.644, 0.500, 3.184)
H (1.270, -0.008, 3.513)
O (2.192, -0.317, 3.467)
H (3.753, 1.638, 1.446)
H (2.573, 2.534, 2.057)
O (3.224, 1.843, 2.218)
H (3.721, 2.165, -2.058)
H (2.556, 3.009, -1.865)
O (3.229, 2.856, -2.548)
H (2.366, 0.403, -3.661)
H (2.214, 1.911, -3.643)
O (1.722, 1.085, -3.873)
H (-0.738, 0.428, -3.793)
H (-0.494, 1.712, -4.539)
O (-1.054, 0.934, -4.546)

***

The following is a quantum chemistry calculation of 12 unconnected molecules or ions with the total composition C4H34N2O12S at a distorted geometry, from the Open Molecules 2025 dataset.

The charge is 0. For the LUMO energy, the calculation gives 0.165 eV. For the molar mass, the calculation gives 334.39 g/mol. As for the electronic energy: -43084.1936 eV.

Geometry (Å):
C (1.081, 1.465, 0.598)
N (0.321, 2.560, 1.345)
C (0.019, 0.518, 0.084)
C (-0.374, 0.704, -1.364)
S (-1.104, 2.204, -1.959)
N (0.569, -0.835, 0.176)
C (0.542, -1.602, 1.415)
O (-0.535, -2.568, 1.089)
H (1.701, 1.845, -0.231)
H (1.744, 0.829, 1.230)
H (0.181, 3.260, 0.603)
H (0.989, 3.014, 2.003)
H (-0.811, 0.595, 0.755)
H (0.643, 0.510, -1.866)
H (-1.011, -0.125, -1.650)
H (-2.303, 2.297, -1.302)
H (1.442, -0.980, -0.339)
H (0.304, -1.128, 2.371)
H (1.443, -2.205, 1.624)
H (-1.269, -2.364, 1.689)
H (-0.080, 1.439, 3.157)
H (-0.523, 0.398, 4.200)
O (-0.518, 1.338, 3.997)
H (3.969, 1.228, -2.279)
H (3.361, 0.066, -2.555)
O (3.073, 0.971, -2.465)
H (0.504, -1.781, -3.741)
H (0.035, -2.748, -2.374)
O (0.683, -2.352, -3.003)
H (-2.808, -2.955, -0.239)
H (-3.721, -1.677, 0.032)
O (-3.484, -2.539, 0.358)
H (-3.102, -2.044, 1.939)
H (-2.431, -0.619, 2.094)
O (-2.504, -1.456, 2.527)
H (-2.220, 2.051, 1.794)
H (-3.169, 2.604, 2.963)
O (-2.952, 2.602, 2.011)
H (-1.140, -4.175, -1.827)
H (-0.897, -3.179, -0.553)
O (-1.268, -3.269, -1.461)
H (2.938, -2.587, -2.170)
H (2.556, -1.442, -3.138)
O (3.198, -1.715, -2.457)
H (1.769, 2.610, -3.079)
H (1.615, 4.052, -3.145)
O (2.122, 3.450, -2.638)
H (4.526, 1.026, 1.900)
H (4.664, 0.103, 0.702)
O (4.068, 0.328, 1.420)
H (-3.710, 0.760, -0.168)
H (-4.263, 1.107, 1.224)
O (-3.865, 0.414, 0.702)

***

- Which formula does entry 1 have?
  C4H32BO24

***

Repeat the first record exactly.
The following is a quantum chemistry calculation of 17 unconnected molecules or ions with the total composition C4H32BO24 at a distorted geometry, from the Open Molecules 2025 dataset.

The charge is -1. For the LUMO energy, the calculation gives 1.804 eV. For the molar mass, the calculation gives 475.09 g/mol. As for the electronic energy: -54493.3733 eV.

Geometry (Å):
O (0.202, -0.121, 3.469)
C (0.360, -0.061, 2.286)
O (-0.516, -0.379, 1.339)
B (0.072, -0.139, 0.015)
O (1.379, 0.532, 0.292)
C (1.576, 0.571, 1.578)
O (2.513, 1.070, 2.147)
O (-0.769, 0.808, -0.753)
C (-1.123, 0.279, -1.892)
O (-1.792, 0.770, -2.762)
C (-0.646, -1.199, -1.884)
O (0.231, -1.282, -0.883)
O (-0.842, -1.981, -2.756)
O (2.468, -0.610, -3.062)
H (2.943, 0.182, -3.337)
H (1.706, -0.281, -2.577)
O (2.090, 3.436, -0.755)
H (1.584, 2.728, -0.342)
H (2.892, 3.005, -1.067)
O (2.033, 3.390, 3.442)
H (2.143, 2.841, 2.648)
H (2.044, 4.296, 3.118)
O (-2.095, 0.887, 4.762)
H (-1.443, 0.395, 4.232)
H (-2.016, 0.519, 5.647)
O (5.451, 2.950, 2.928)
H (4.818, 2.301, 3.261)
H (6.252, 2.444, 2.760)
O (-4.375, -1.060, -3.528)
H (-4.600, -1.510, -4.350)
H (-3.823, -0.313, -3.797)
O (-0.725, -3.833, 0.500)
H (0.011, -4.446, 0.402)
H (-0.367, -2.979, 0.226)
O (2.242, 1.153, 5.512)
H (2.827, 1.880, 5.274)
H (1.817, 0.913, 4.678)
O (-2.416, -3.984, -3.688)
H (-1.500, -3.696, -3.762)
H (-2.928, -3.199, -3.909)
O (-2.399, 4.317, -2.073)
H (-1.687, 3.838, -2.521)
H (-2.110, 4.382, -1.157)
O (3.802, -1.907, 1.824)
H (3.907, -1.388, 2.630)
H (3.183, -2.607, 2.066)
O (0.761, -2.793, 4.333)
H (1.241, -2.366, 5.051)
H (0.114, -2.129, 4.052)
O (-3.134, -1.728, 1.491)
H (-2.199, -1.530, 1.353)
H (-3.476, -1.897, 0.594)
O (-0.914, 2.810, -4.356)
H (-1.082, 1.888, -4.071)
H (-1.775, 3.137, -4.640)
O (-3.536, -2.639, -1.071)
H (-3.060, -3.421, -1.389)
H (-3.770, -2.153, -1.874)
O (-0.695, -0.288, -5.455)
H (0.032, 0.306, -5.676)
H (-0.884, -0.110, -4.522)

***

- Which of these has the highest electronic energy?
  C4H32N2O13